DFT (the ωB97M-V functional and the def2-TZVPD basis) results for a cluster of 15 separate species, C74H193N15O22 in total at a distorted geometry.

Structure (XYZ):
```
304
Properties=species:S:1:pos:R:3:mulliken_charge:R:1
O -1.53553 1.93004 -12.32842 -0.350
O -5.67539 -0.47188 1.52161 -0.106
O 1.97916 7.89108 5.51139 -0.268
O 2.95630 -1.93932 -5.19042 -0.186
O 0.27009 0.02970 6.08301 -0.096
O -3.60827 0.46903 5.21916 -0.458
O -3.99385 -3.04325 -4.26571 -0.627
O 3.62705 3.62673 3.77109 0.524
O -2.83466 -6.10719 -7.66414 -0.317
O -0.40070 -0.68944 1.83994 0.376
O -1.36391 4.29799 4.23500 -0.382
O 3.65038 2.55704 -8.80548 -0.305
O 3.76752 1.45567 -0.05754 -0.437
O 3.54806 -5.58139 3.51691 -0.011
O -5.99042 2.72164 -2.71124 -0.376
O 0.52184 3.18221 -2.93196 0.119
O -2.34193 1.11951 -6.09851 -0.255
O 4.83110 -3.74810 8.70187 -0.296
O -0.66690 7.64545 1.31808 -0.500
O 5.49715 -3.07044 4.28851 0.224
O -1.01904 -6.97839 0.50789 -0.323
O -4.27630 7.41868 -1.17518 -0.447
N 1.82966 3.35210 -5.66438 -0.378
N 3.05922 -4.00048 1.21406 -0.041
N -0.43670 -6.37009 -3.16523 -0.433
N -7.08013 1.68864 5.34633 -0.707
N 3.24761 -1.37884 7.73094 -0.033
N -8.49820 -2.68886 0.68041 -0.753
N 5.66587 -1.63710 0.86989 -0.471
N -1.65956 2.40325 -8.62681 0.027
N -3.75367 3.78581 -0.87585 0.425
N 4.15853 6.08574 5.60206 -0.321
N -1.77847 -4.46394 -5.64689 0.145
N 7.37076 -5.46984 3.48944 -0.609
N 2.63089 -5.26004 -3.49102 -0.744
N -0.73690 -0.05090 -1.82653 1.005
N 1.10839 4.41535 1.98875 0.676
C -3.01576 2.00647 -8.14424 -1.043
C -5.75821 1.31485 5.89836 0.630
C 7.31837 -4.69267 4.75803 1.065
C -1.57246 -1.96055 -0.57519 -0.407
C 6.86723 -3.26368 4.65408 -1.074
C -2.71026 -0.00180 4.20758 -0.073
C 1.95899 6.81005 6.40564 -0.875
C -3.79517 6.20266 -0.63455 0.329
C 0.36203 3.37822 -5.33734 -0.602
C 1.58599 -0.36774 6.24191 0.902
C 0.60480 -0.66597 2.81046 0.096
C 4.01651 -1.04057 -5.49039 -0.658
C -3.82539 2.61476 -1.72567 0.342
C -2.51227 -6.58798 -1.92605 -1.719
C 4.86579 4.30682 3.86969 -0.668
C -2.63300 3.88384 3.85198 -0.002
C -1.08786 -4.76520 -6.91500 -0.646
C -2.47593 1.03649 -4.66687 0.156
C -1.86314 0.92630 -13.29427 -0.720
C -4.91688 0.77656 4.74093 0.025
C 5.07888 4.97725 5.28580 -1.086
C -1.48532 -6.15839 -7.28390 -0.760
C 6.02679 -4.46302 8.70238 -0.637
C -0.09301 1.18363 6.71504 -0.545
C -8.34685 -0.41031 0.02267 -1.284
C -0.33869 6.27613 1.29060 0.369
C 4.40892 0.49065 0.72045 -0.066
C 3.34161 -3.18541 -4.63446 -1.044
C -7.29922 2.19574 -2.76962 -0.849
C -0.49334 -7.79049 1.56219 -0.931
C 0.72814 5.84252 2.28755 -0.611
C -4.20207 5.05608 -1.51737 -0.934
C 3.60114 -1.72045 9.11080 -0.683
C 2.00914 2.91585 -7.06737 -0.539
C -3.75416 8.50515 -0.43298 -0.630
C 5.03722 -0.63831 -0.04223 0.046
C -4.49268 -1.05339 0.97745 -0.248
C 5.08347 -1.72879 4.47446 -0.972
C 8.83052 -4.78079 5.29486 -1.719
C 3.51551 3.05110 -7.48481 -0.644
C 1.20965 8.97673 5.88383 -0.876
C 0.66091 -4.08181 1.52534 0.166
C -1.10919 -0.50879 -0.46922 0.596
C 2.73859 5.69928 5.73904 0.136
C -0.34376 -7.14422 -0.76037 -1.149
C 4.05380 -1.41659 -0.92235 -0.723
C 3.35111 2.58645 0.66022 0.052
C -1.35415 8.18872 2.43410 -0.503
C 1.26640 -3.23208 -3.07734 0.661
C -4.78232 -2.81044 -3.13119 -0.254
C -3.09058 2.14218 -6.67995 -0.164
C 0.19022 4.05053 -3.96634 -0.739
C -5.19679 1.97861 -1.87146 0.162
C -1.00558 -6.22729 -1.80456 2.794
C -1.89540 1.60970 -11.02073 -0.209
C -7.57219 -1.61081 0.50135 1.456
C 4.17081 -6.73453 4.04125 -0.593
C 2.26855 -5.67842 2.93837 -0.736
C 3.68199 2.33030 4.38310 -0.632
C -3.35905 -7.18215 -8.32475 -0.753
C -6.02013 0.30203 6.99081 -1.525
C 0.11939 3.45450 2.40621 0.454
C 0.02465 -0.25984 0.54906 1.497
C -2.66181 -2.78494 -4.00007 2.022
C 0.18763 3.67424 -1.69592 -0.385
C 4.05439 3.47374 -9.76855 -0.754
C -6.72424 -1.35296 1.77775 -1.343
C -1.55749 2.76045 -10.00391 -0.833
C 4.93891 -2.42463 9.20803 -0.697
C -0.26658 3.43660 3.90318 1.225
C 1.87254 -0.95125 7.61947 -1.240
C -1.83733 -2.99232 -5.25539 -1.740
C 2.02030 -4.34712 2.19817 0.879
C 2.15084 -3.96080 -4.10501 0.603
H -0.67776 -7.22554 -3.62900 0.271
H -2.42015 -1.98227 -1.25713 -0.628
H 3.65821 -7.13759 4.92461 0.288
H 5.19710 -2.47498 10.28395 0.435
H -0.86693 -2.53432 -5.06627 0.272
H -7.95974 -3.53735 0.86203 0.289
H -3.66854 -7.92284 -7.56851 0.278
H 5.82237 -5.52789 8.54199 0.244
H -6.83008 -0.31245 6.61130 0.423
H -0.53782 0.95830 -1.86599 -0.274
H 4.65280 -0.81968 -4.63240 0.287
H -1.33942 0.70465 -10.70065 0.256
H 1.43185 -1.26848 2.44233 -0.333
H 4.71475 -2.06393 -1.50929 0.260
H -3.11058 1.85445 -1.37594 -0.732
H -4.20994 6.11274 0.40323 0.245
H -0.88042 4.28461 -3.87935 0.167
H -1.35127 -4.12404 -7.74435 0.402
H 0.59907 3.64208 4.55164 -0.431
H 0.54214 2.01657 6.36973 0.069
H -1.76072 -0.24444 4.66532 -0.221
H 1.11582 -1.70703 7.84143 0.411
H -0.43535 -8.19457 -1.04557 0.635
H 2.47310 7.10233 7.33926 0.437
H 5.74544 -1.89589 8.71251 0.376
H 3.69396 -0.77697 9.63252 0.409
H -2.21755 3.62290 -10.19833 0.362
H 0.72808 4.98891 -3.93080 0.397
H 0.94533 -2.24681 -3.42503 0.173
H 3.39828 -1.98723 -0.24182 -0.152
H -2.72355 -7.58102 -2.28418 0.421
H 0.93373 6.48669 6.61804 0.400
H -3.70468 2.65191 -8.69106 0.571
H 2.19074 5.54270 4.81242 -0.066
H 4.19697 2.44884 -6.87648 0.242
H -0.88190 -6.43857 -8.14540 0.553
H 6.48139 -4.38208 9.69071 0.371
H 4.20860 -7.57052 3.33400 0.301
H 4.00666 -1.70953 4.33339 -0.162
H -2.67340 3.15310 -6.38913 0.091
H 5.65838 -0.98390 3.92641 0.502
H -0.79635 -5.62041 -3.74143 -0.174
H -5.56057 1.85191 -0.83008 0.189
H -2.12138 1.99591 -4.22630 -0.303
H 0.41909 -3.87072 -2.86236 -0.491
H 0.23705 0.81894 0.58731 -1.203
H -2.81315 4.12491 2.79915 0.006
H 0.79502 -3.14134 1.01752 -0.451
H 2.81749 -2.35821 9.51969 0.370
H -1.53222 -0.06039 -12.92923 0.316
H 3.15144 -5.09083 -2.64438 0.353
H -0.96308 -8.77919 1.51921 0.339
H -7.77552 2.01218 -1.79713 0.332
H 1.69583 -1.11248 5.44019 -0.472
H 3.91887 -3.88777 1.72074 0.066
H 2.02904 4.26056 2.40613 -0.408
H 6.30688 -2.19883 0.31560 0.308
H -1.61683 9.19893 2.15479 0.357
H 1.69720 -0.17396 8.36332 0.541
H -6.48059 -2.29800 2.29494 0.483
H 2.24408 0.47991 6.04819 -0.204
H -0.72872 8.33003 3.32560 0.021
H -7.28949 -0.84901 2.56145 0.356
H 2.29272 2.68294 -5.06629 0.292
H -1.96707 0.08595 -0.18635 -0.346
H 1.59448 -4.26597 -4.98950 -0.172
H -7.74963 1.88291 6.09456 0.246
H -2.51292 -1.71889 -3.73352 -0.531
H 6.73257 -4.12621 7.94516 0.135
H 1.60714 9.58599 6.70635 0.307
H -5.28397 5.17491 -1.68785 0.280
H -4.65840 -1.78896 -2.69586 -0.249
H 4.96260 -2.23029 1.28111 -0.017
H 0.05418 -0.60479 -2.14902 -0.256
H 1.49565 -5.88493 3.70488 0.428
H -0.01764 -4.66209 -6.76849 0.269
H 7.00620 -4.86452 2.74751 0.207
H 1.79570 -5.82587 -3.27830 0.269
H -5.20791 2.19117 6.23943 0.223
H 4.19198 3.17185 1.10631 0.331
H 3.23423 -4.80213 0.60014 0.195
H -0.53318 3.06578 -10.24185 0.216
H -2.91486 0.95424 -13.54913 0.282
H 9.10919 -5.81493 5.03903 0.426
H 5.24249 -1.46435 5.53005 0.474
H 3.34345 -2.26416 7.23771 0.123
H 0.88844 -0.85479 0.24169 -0.309
H 3.86944 -3.82147 -5.35526 0.398
H -3.07974 -0.93650 3.76589 0.447
H -0.99870 1.65420 -8.40789 0.131
H 0.21384 8.68969 6.24253 0.321
H -3.79202 5.03889 -2.52909 0.206
H -4.54451 -1.45565 -0.06248 -0.055
H 6.70369 -5.24664 5.49849 0.007
H 5.85594 -0.13697 -0.56443 0.419
H -6.79877 -1.84452 -0.22910 -0.348
H -5.17410 -0.36404 7.16324 0.296
H -2.58812 0.72569 3.40310 0.120
H 0.71679 -6.83677 -0.68061 0.272
H 0.86527 4.46585 -1.32815 0.409
H -4.17217 2.05074 -6.43109 0.309
H 4.96232 3.99884 -9.48135 0.342
H -3.02749 -6.42111 -0.98462 0.364
H -2.72936 2.80354 3.97084 -0.219
H 0.29897 5.99623 3.28481 0.334
H -0.85684 -5.17493 -1.51310 -1.475
H -4.22063 -6.81212 -8.87551 0.218
H 4.39599 1.61120 3.98774 0.336
H 3.56393 -0.10788 -5.83424 0.079
H 0.50613 2.48513 2.16162 -0.818
H 0.00409 1.11230 7.80855 0.352
H 4.94968 4.23550 6.09780 0.335
H 1.45257 3.53023 -7.76710 0.379
H -2.30690 -3.45716 -3.20211 -0.468
H 1.66693 1.91996 -7.30312 0.267
H 0.23289 2.89114 -0.92584 -0.407
H -2.59793 -7.63770 -8.97108 0.309
H 2.21216 -6.53740 2.23987 0.154
H -0.88867 -7.36920 2.49282 0.241
H 1.10490 9.63248 5.03458 0.282
H -5.17252 0.95759 -2.30709 -0.016
H -6.25101 0.86265 7.90914 0.395
H -3.30553 0.97633 -8.45825 0.243
H -9.03424 -2.80440 -0.17653 0.293
H 4.23788 6.76623 4.84786 0.303
H -4.08958 8.44680 0.63738 0.222
H -8.83833 -0.76914 -0.87686 0.454
H 7.57476 -2.72221 4.02521 0.255
H -9.16669 -0.16256 0.72778 0.333
H 4.63218 -1.47597 -6.28258 0.329
H 4.95348 5.07017 3.09564 0.434
H -4.16876 3.73273 0.03841 0.348
H -4.12858 9.41407 -0.88517 0.330
H -2.73483 -4.72199 -5.88049 0.337
H 2.20770 -3.63428 2.99528 -0.581
H -1.86726 0.21639 -4.32093 -0.498
H 1.93168 -3.11552 -2.22262 0.049
H 5.18448 -6.43593 4.29473 -0.030
H 3.47957 -0.90612 -1.70353 0.513
H 3.91664 4.06372 -7.46713 0.485
H -0.73839 -2.60265 -0.93170 -0.289
H -5.34233 -0.11021 4.26152 -0.022
H -2.27362 -2.39274 -6.05604 0.759
H -2.66267 8.43913 -0.46752 0.285
H -3.75886 -0.27644 1.13544 -0.109
H -1.23144 5.69840 1.47843 0.056
H 7.07218 -2.88173 5.65267 0.354
H 2.61312 2.28643 1.41906 -0.192
H -0.04624 6.05647 0.27033 -0.160
H 4.35712 2.92177 -10.67212 0.250
H 1.60687 6.48428 2.19162 0.486
H 3.20541 4.09003 -10.05004 0.281
H -1.31283 -6.92251 -6.51937 0.272
H 3.94131 -2.97434 -3.74607 0.139
H -2.21270 7.60488 2.82727 0.249
H -2.68867 6.22285 -0.61027 -0.078
H 0.16321 -0.99634 3.74012 0.120
H 0.45369 -4.83660 0.78046 -0.564
H -7.73744 0.48868 -0.09648 0.030
H -2.96483 -5.94304 -2.69262 0.379
H -0.80576 4.13661 -1.74634 0.247
H -1.08060 1.52235 6.39585 0.184
H 5.15004 1.00743 1.32686 0.422
H -3.44670 2.84190 -2.73890 -0.123
H -4.64877 -3.57706 -2.35432 0.274
H -4.20232 -1.89320 1.62155 0.421
H -7.02533 2.51934 4.72260 0.215
H -3.36799 4.43722 4.42269 0.466
H -2.96092 1.32229 -11.07968 0.322
H -0.77622 3.56645 1.79290 0.142
H 2.61937 4.76584 6.30370 0.249
H -5.83542 -2.87060 -3.43248 0.447
H 6.13076 5.27814 5.23040 0.368
H -7.94491 2.80208 -3.38888 0.317
H 8.32522 -5.75580 3.25335 0.247
H -0.25753 -3.96238 2.11659 0.573
H 9.10438 -4.56286 6.32321 0.340
H -1.22244 1.17315 -14.15392 0.248
H 9.47624 -4.19920 4.65949 0.427
H -4.85058 1.60998 4.03200 0.088
H -3.52138 0.84156 -4.38501 0.674
H 2.67688 1.93417 4.23040 -0.521
H 5.68056 3.60990 3.64499 0.421
H 3.82988 2.46722 5.45115 0.493
H -0.16178 2.42398 -5.40470 0.369
H 3.67336 0.10323 1.44595 -0.374
H 0.97682 0.35736 3.01556 -0.059
H -1.89160 -2.37672 0.38506 0.384
H 0.57775 -7.83188 1.55960 0.379
H -0.11157 3.98466 -6.11382 0.409
H -0.57509 2.38132 4.09841 -0.842
H -7.27105 1.17099 -3.16897 0.297
H 2.82618 3.23532 -0.04062 0.080
```

Computed properties:
- Relative energy (zero: lowest compared OMol25 entry of this formula, charge and spin): 196.2 kJ/mol
- E_HOMO: -8.42 eV
- Kohn-Sham gap: 8.987 eV
- Net charge: 0